Computed, not measured: 3 unconnected molecules or ions with the total composition C31H59BBrN3O10PS2, with ωB97M-V/def2-TZVPD.

Structure (ORCA input):
```
! wB97M-V def2-TZVPD RIJCOSX def2/J DEFGRID3
* xyz 1 1
C -0.08988 2.78015 0.53817
C 0.12714 1.58800 -0.01449
C -0.51507 0.30047 0.44080
C -0.19366 -0.77707 -0.64413
C 1.02569 -1.63245 -0.38951
C 2.31496 -1.17345 -0.67669
C 3.44580 -1.94095 -0.39724
C 3.33581 -3.20676 0.18871
C 4.53192 -4.04188 0.53538
C 2.04502 -3.68261 0.45091
C 0.91792 -2.90851 0.17240
C -2.06754 0.51046 0.45071
C -2.86414 0.67233 -0.82852
C -3.54110 2.05332 -0.92223
C -4.23715 2.13386 -2.27912
C -5.51923 1.25675 -2.32980
C -5.40507 0.05267 -3.24317
O -4.92490 -1.08038 -2.52846
C -4.09880 -1.94757 -3.28669
C -4.30387 -3.38080 -2.79249
N -2.52625 -0.41586 1.49245
C -2.67866 -1.81614 1.09200
C -3.27418 -2.76551 2.10030
C -3.70805 -4.04917 1.35751
Br -1.93800 -3.28659 3.44837
C -1.52542 -0.14649 2.45956
N -1.89830 0.02888 3.71632
C -0.92813 0.35456 4.78559
P -3.57186 -0.05464 4.23393
O -4.53255 0.64985 3.38844
N -0.34224 -0.03258 1.85518
C 0.99710 -0.23699 2.42168
B 1.81123 1.07420 2.86090
O 3.16245 1.07170 2.63741
O 1.24397 2.19263 3.40386
H 0.65599 3.56066 0.53168
H -1.02635 3.01144 1.03286
H 0.84096 1.55678 -0.82557
H -1.02565 -1.43414 -0.87168
H -0.01952 -0.23764 -1.57025
H 2.47567 -0.19868 -1.11744
H 4.43732 -1.56784 -0.60901
H 5.34358 -3.91980 -0.17127
H 4.22102 -5.07983 0.61198
H 4.89157 -3.77464 1.52707
H 1.95147 -4.67239 0.87346
H -0.04549 -3.34059 0.40724
H -2.18613 1.47096 0.96095
H -2.28639 0.54981 -1.73955
H -3.67945 -0.04792 -0.80905
H -2.74476 2.79775 -0.93979
H -4.24838 2.19814 -0.11039
H -4.49888 3.16402 -2.50545
H -3.55531 1.80356 -3.06073
H -6.34795 1.86927 -2.67489
H -5.73891 0.93947 -1.31168
H -6.40105 -0.19196 -3.62490
H -4.79580 0.28393 -4.11728
H -3.05079 -1.68326 -3.11495
H -4.31138 -1.87910 -4.35115
H -3.51906 -3.68246 -2.10348
H -5.27183 -3.46138 -2.30828
H -4.28262 -4.07634 -3.62710
H -3.34141 -1.81726 0.22759
H -1.74537 -2.26850 0.75944
H -4.16719 -2.36792 2.56655
H -3.45529 -4.93020 1.93205
H -4.77900 -4.00177 1.19235
H -3.19312 -4.13324 0.40411
H -0.04900 -0.26822 4.77914
H -0.70096 1.41245 4.75393
H -1.41639 0.19049 5.74029
H -3.82493 -1.40889 4.47265
H -3.45497 0.53860 5.49905
H 0.91109 -0.94814 3.23857
H 1.65461 -0.73075 1.71310
H 3.69092 1.19458 3.43224
H 0.35568 2.34911 3.07097
O 7.07138 -1.60619 0.81741
S 8.40641 -2.12791 0.75334
O 8.66858 -3.48302 1.12174
O 9.37192 -1.16416 1.56245
C 9.02068 -0.84096 2.92530
C 9.35653 -1.96099 3.88904
C 9.07682 -1.82335 -0.84375
H 7.96534 -0.56914 2.97865
H 9.59844 0.04858 3.16705
H 8.72608 -2.83288 3.71879
H 9.20780 -1.62620 4.91572
H 10.39195 -2.27597 3.76461
H 8.91336 -0.78067 -1.10072
H 8.55522 -2.47442 -1.54169
H 10.13690 -2.06093 -0.82796
O -1.19949 3.39837 -4.08067
S -1.05775 4.61358 -3.33588
O -1.64524 4.73497 -2.03458
O -1.51397 5.83148 -4.23640
C -2.82088 5.76812 -4.85459
C -3.93520 6.09212 -3.88083
C 0.64480 5.04512 -3.23612
H -2.96232 4.78993 -5.31590
H -2.79499 6.50412 -5.65473
H -4.03345 5.31872 -3.11956
H -4.88296 6.17076 -4.41301
H -3.73611 7.03296 -3.36862
H 1.07781 4.99519 -4.23103
H 1.12295 4.32433 -2.57642
H 0.72797 6.04679 -2.82308
*
```

Values from the calculation:
- strongest force on any atom (eV/Å) = 3.6
- HOMO level (eV) = -10.9897
- LUMO (eV) = -2.6
- frontier orbital gap (eV) = 8.43
- DFT total energy (eV) = -159722.30924

Computed, not measured: 5 unconnected molecules or ions with the total composition C31H59BBrN6O11S4, with ωB97M-V/def2-TZVPD.

Structure (ORCA input):
```
! wB97M-V def2-TZVPD RIJCOSX def2/J DEFGRID3
* xyz 1 1
C 0.72784 -0.60243 2.68561
C 0.56424 -0.39970 1.50356
C 0.19865 0.12092 0.10819
N -0.76759 1.22884 0.19107
C -0.48462 2.43492 -0.20598
C 0.84554 2.91822 -0.84142
O 0.97090 2.18868 -2.05729
C 1.71978 2.89737 -3.06662
C 2.97198 2.05265 -3.48659
C -1.73051 3.34546 0.05181
B -1.86579 4.74524 -0.73297
O -3.01381 4.95561 -1.54991
N -0.86653 5.79961 -0.59405
C -0.89385 6.42817 0.75581
C -0.92502 6.80451 -1.68304
C -2.82024 2.24295 -0.16459
N -2.93881 1.86058 -1.58531
C -4.08804 2.07312 -2.00471
O -5.15965 2.15480 -2.45417
C -2.17754 1.10763 0.71517
Br -2.13602 1.45395 2.67676
C -2.70960 -0.34540 0.55630
C -4.14270 -0.60540 1.14377
N -4.13853 -1.35931 2.41376
N -4.82562 -1.50219 0.15494
N -4.98561 0.60545 1.27691
H 0.89580 -0.51416 3.77301
H 1.15742 0.39099 -0.38044
H -0.21416 -0.74389 -0.46675
H 1.67328 2.56041 -0.16289
H 0.89655 4.02181 -0.94894
H 2.01421 3.93413 -2.79028
H 1.05928 2.93964 -3.97368
H 2.71363 1.03975 -3.84852
H 3.55757 2.58166 -4.27322
H 3.60959 1.98134 -2.56844
H -1.53267 3.68562 1.11013
H -3.64804 5.42026 -0.97001
H -0.39204 7.41831 0.78988
H -0.29434 5.76169 1.43567
H -1.92068 6.45106 1.20504
H -1.01165 6.25200 -2.64957
H -1.73043 7.56827 -1.56277
H 0.06411 7.33204 -1.71831
H -3.79650 2.55662 0.27934
H -2.71423 -0.58566 -0.53662
H -2.03247 -1.10410 1.02320
H -5.00724 -1.90481 2.39806
H -4.25645 -0.73032 3.21116
H -5.80419 -1.62890 0.41724
H -4.79606 -0.96827 -0.72054
H -5.55733 0.60129 2.11491
H -5.53867 0.78240 0.44101
C 6.85888 -2.57950 -2.84624
C 6.03804 -3.14323 -4.01165
C 4.72428 -2.36106 -4.06776
S 5.07629 -0.74011 -3.39076
O 4.33362 -0.58088 -2.16078
O 5.02254 0.24037 -4.44930
C 6.78523 -1.06168 -2.98603
H 7.89094 -2.93398 -2.86883
H 6.41773 -2.88747 -1.90157
H 6.59166 -3.00289 -4.94543
H 5.85400 -4.20604 -3.89858
H 4.36215 -2.25084 -5.08876
H 3.95670 -2.82604 -3.44895
H 7.05577 -0.53181 -2.07419
H 7.39559 -0.71090 -3.81953
C 0.77881 2.71283 7.14383
C 2.25912 2.63261 7.53143
C 2.75065 1.22505 7.17843
S 1.73200 0.66592 5.81409
O 0.93689 -0.45400 6.25436
O 2.53254 0.60905 4.61512
C 0.68447 2.11270 5.74573
H 0.40978 3.73849 7.16456
H 0.18069 2.12429 7.84466
H 2.82522 3.37409 6.96141
H 2.41149 2.84776 8.58918
H 3.79431 1.22667 6.86916
H 2.61006 0.53225 8.00777
H -0.32787 1.82283 5.46804
H 1.10075 2.78957 4.99792
C 7.42252 -6.82175 0.42557
C 7.65273 -7.33438 -0.99978
C 6.32676 -7.20003 -1.75553
S 5.44881 -5.83785 -0.98794
O 4.26088 -6.35170 -0.35678
O 5.40536 -4.71837 -1.90514
C 6.66703 -5.50621 0.27618
H 8.36096 -6.68483 0.96304
H 6.81545 -7.54011 0.98288
H 8.41791 -6.72381 -1.48685
H 8.00529 -8.36601 -1.00587
H 6.48294 -6.97816 -2.81007
H 5.71354 -8.09464 -1.65167
H 6.17150 -5.18679 1.19119
H 7.32266 -4.71522 -0.09231
C -9.75836 -2.29102 -2.05755
C -8.80265 -1.33632 -2.78054
C -8.86402 0.01165 -2.05433
S -9.29778 -0.35572 -0.35306
O -10.59626 0.20029 -0.07822
O -8.15779 -0.09348 0.49953
C -9.46872 -2.12106 -0.57073
H -9.61710 -3.32371 -2.37656
H -10.79286 -2.00967 -2.27126
H -7.78523 -1.73488 -2.73292
H -9.06158 -1.22687 -3.83391
H -7.90534 0.52789 -2.07741
H -9.64109 0.65434 -2.46698
H -10.26492 -2.49625 0.06960
H -8.51849 -2.58390 -0.29940
*
```

Values from the calculation:
- strongest force on any atom (eV/Å) = 3.0
- HOMO level (eV) = -11.0992
- LUMO (eV) = -3.1
- frontier orbital gap (eV) = 7.98
- DFT total energy (eV) = -178617.48636

- The lowest DFT total energy belongs to which entry?
  C31H59BBrN6O11S4